# 1
A molecular structure, C24H18Cl2NO3PSe2W, computed with ωB97M-V with the def2-TZVPD basis set.

Values from the calculation:
E_HOMO (alpha / beta)	-0.369 / -0.415	hartree
net charge	+1
energy relative to the best compared isomer or geometry (same formula, charge and spin)	11.9	kcal per mole
<S²>	3.76
spin multiplicity	4

Structure (XYZ):
```
52
C24H18Cl2NO3PSe2W | the OMol25 dataset | ωB97M-V with the def2-TZVPD basis set
W -0.19 1.20 -0.49
Se 0.74 0.72 2.05
P -0.54 -1.12 2.24
Se -1.05 -1.06 -0.55
C -1.28 -1.10 3.89
C -2.67 -1.00 3.96
C -3.30 -1.00 5.19
C -2.55 -1.09 6.35
C -1.16 -1.18 6.29
C -0.53 -1.19 5.06
C 0.69 -2.45 2.29
C 0.33 -3.64 2.92
C 1.20 -4.73 2.90
C 2.42 -4.63 2.25
C 2.77 -3.46 1.61
C 1.91 -2.37 1.62
H -3.25 -0.93 3.05
H -4.38 -0.94 5.24
H -3.05 -1.09 7.32
H -0.58 -1.24 7.20
H 0.55 -1.27 5.01
H -0.61 -3.72 3.45
H 0.91 -5.64 3.40
H 3.09 -5.48 2.24
H 3.72 -3.38 1.10
H 2.19 -1.46 1.10
Cl 4.16 1.03 -6.66
C 2.99 0.97 -5.40
C 1.67 0.57 -5.73
C 0.69 0.50 -4.78
Cl -0.92 0.06 -5.19
C 0.97 0.82 -3.42
O 0.04 0.79 -2.54
C 2.31 1.23 -3.11
C 2.63 1.55 -1.79
O 1.87 1.45 -0.78
C 3.31 1.30 -4.12
H 1.44 0.33 -6.75
H 3.66 1.87 -1.58
H 4.31 1.61 -3.86
O -1.10 2.06 0.71
N -1.27 2.75 -1.71
C -0.69 3.52 -2.64
C -1.41 4.11 -3.65
C -2.77 3.83 -3.76
C -3.37 3.02 -2.81
C -2.59 2.55 -1.77
H 0.38 3.66 -2.55
H -0.91 4.75 -4.37
H -3.35 4.23 -4.58
H -4.42 2.77 -2.84
H -3.01 1.94 -0.99
```

***

# 2
A molecular structure, C11H33AgBrN6O5, computed with ωB97M-V with the def2-TZVPD basis set.

Values from the calculation:
E_HOMO (alpha / beta)	-0.267 / -0.267	hartree
net charge	0
<S²>	0.75
spin multiplicity	2

Structure (XYZ):
```
57
C11H33AgBrN6O5 | the OMol25 dataset | ωB97M-V with the def2-TZVPD basis set
Ag 1.29 -0.92 -1.10
C 1.29 1.90 -3.78
O 1.58 1.01 -2.73
H 0.29 1.81 -4.20
H 1.32 2.95 -3.49
H 2.01 1.76 -4.59
Br 4.16 -1.71 -1.11
C -1.21 -1.74 1.88
C -0.04 -2.78 1.69
C -0.31 -4.01 0.90
O -1.45 -4.75 1.35
C -1.73 -5.89 0.51
N 1.00 -2.00 1.10
H -2.04 -2.18 2.43
H -1.69 -1.38 0.97
H -0.83 -0.93 2.51
H 0.33 -2.89 2.72
H 0.52 -4.72 0.90
H -0.41 -3.77 -0.15
H -2.03 -5.67 -0.51
H -2.55 -6.44 0.98
H -0.88 -6.57 0.51
H 1.89 -2.34 1.41
H 0.86 -1.05 1.43
C -1.99 1.72 1.67
C -1.30 2.30 0.41
C -0.76 3.72 0.67
O -0.60 4.47 -0.53
C 0.75 4.33 -1.12
N -0.36 1.33 -0.12
H -2.64 0.85 1.52
H -2.59 2.54 2.07
H -1.30 1.29 2.40
H -2.06 2.46 -0.35
H 0.14 3.60 1.28
H -1.48 4.31 1.24
H 1.50 4.63 -0.38
H 0.77 5.00 -1.99
H 0.94 3.32 -1.46
H 0.20 1.69 -0.88
H 0.31 1.08 0.59
C -1.74 -1.58 -1.75
O -0.64 -2.06 -1.74
N -2.77 -2.13 -2.27
N -2.10 -0.41 -1.43
H -3.63 -1.68 -2.00
H -2.63 -3.09 -2.54
H -3.04 -0.12 -1.67
H -1.41 0.23 -1.07
C 3.05 1.47 1.15
O 2.18 0.68 0.88
N 2.77 2.70 1.43
N 4.30 1.20 1.08
H 3.53 3.36 1.55
H 1.80 2.98 1.42
H 4.92 1.83 1.55
H 4.51 0.26 0.78
```

***

# 3
C8H14N2O2S2 in the gas phase, computed with ωB97M-V with the def2-TZVPD basis set.

Values from the calculation:
E_HOMO	-0.330	hartree
net charge	0
energy relative to the best compared isomer or geometry (same formula, charge and spin)	23.7	kcal per mole
SMILES string	O=C1CCSSCCC(=O)NCCN1

Structure (XYZ):
```
28
C8H14N2O2S2 | the OMol25 dataset | ωB97M-V with the def2-TZVPD basis set
O 2.21 -0.54 -1.96
C 1.06 -0.90 -1.60
C -0.07 -0.80 -2.64
C -1.14 0.14 -2.00
S -0.61 1.86 -1.49
S 0.84 1.87 0.02
C -0.18 1.93 1.49
C -1.07 0.75 1.76
C -0.17 -0.30 2.38
O 0.71 -0.09 3.19
N -0.55 -1.64 2.11
C -1.26 -2.16 0.99
C -0.26 -2.42 -0.19
N 0.77 -1.55 -0.42
H -0.62 -1.72 -2.86
H 0.48 -0.31 -3.50
H -1.64 -0.38 -1.11
H -1.81 0.47 -2.74
H 0.54 1.95 2.30
H -0.78 2.89 1.46
H -1.80 1.17 2.56
H -1.63 0.49 0.87
H -0.04 -2.34 2.59
H -2.08 -1.49 0.68
H -1.66 -3.20 1.30
H -0.81 -2.54 -1.18
H 0.18 -3.43 0.01
H 1.53 -1.42 0.31
```

***

# 4
C2H7N in the gas phase, computed with ωB97M-V with the def2-TZVPD basis set.

Values from the calculation:
E_HOMO	-0.321	hartree
net charge	0
energy relative to the best compared isomer or geometry (same formula, charge and spin)	10.8	kcal per mole
SMILES string	CNC

Structure (XYZ):
```
10
C2H7N | the OMol25 dataset | ωB97M-V with the def2-TZVPD basis set
C 0.83 0.47 -0.82
N 0.21 -0.54 0.06
C -1.02 -0.08 0.70
H 0.78 1.50 -0.33
H 0.22 0.59 -1.71
H 1.89 0.19 -1.07
H 0.85 -0.87 0.76
H -1.36 -0.87 1.38
H -1.82 0.08 -0.02
H -0.94 0.82 1.28
```

***

# 5
2 unconnected molecules or ions with the total composition C5H8S, computed with ωB97M-V with the def2-TZVPD basis set.

Values from the calculation:
E_HOMO	-0.318	hartree
net charge	0
energy relative to the best compared isomer or geometry (same formula, charge and spin)	78.3	kcal per mole
SMILES string	C=C(C)S.C#C

Structure (XYZ):
```
14
C5H8S | the OMol25 dataset | ωB97M-V with the def2-TZVPD basis set
C -0.31 -1.51 -1.24
C -0.32 -0.18 -1.22
C -1.49 0.44 -0.67
S 1.18 0.77 -1.53
H -1.19 -2.07 -1.12
H 0.53 -2.10 -1.47
H -1.46 1.52 -0.85
H -1.43 0.26 0.39
H -2.33 -0.06 -1.08
H 0.51 1.98 -1.09
C 1.31 0.37 3.02
C 1.73 0.12 1.90
H 1.36 0.72 4.02
H 1.89 -0.27 0.95
```

***

# 6
A molecular structure, C16H32O32S8, computed with ωB97M-V with the def2-TZVPD basis set.

Values from the calculation:
E_HOMO	-0.406	hartree
net charge	0
energy relative to the best compared isomer or geometry (same formula, charge and spin)	169.9	kcal per mole

Structure (XYZ):
```
88
C16H32O32S8 | the OMol25 dataset | ωB97M-V with the def2-TZVPD basis set
C 6.75 3.73 5.59
C 6.05 3.29 4.25
O 6.75 4.02 3.19
S 7.94 4.99 3.79
O 7.83 6.36 3.24
O 9.22 4.23 3.86
O 7.25 4.98 5.34
H 7.66 3.14 5.70
H 6.02 3.86 6.38
H 5.00 3.57 4.23
H 6.06 2.21 4.08
C 3.44 -4.24 5.18
C 4.79 -4.21 4.40
O 5.19 -5.58 4.42
S 4.54 -6.52 5.59
O 5.51 -6.99 6.61
O 3.74 -7.58 5.04
O 3.55 -5.32 6.12
H 2.52 -4.48 4.66
H 3.39 -3.33 5.78
H 5.49 -3.62 4.99
H 4.63 -3.72 3.44
C -1.84 6.69 3.81
C -3.02 7.69 3.84
O -3.09 8.21 5.17
S -2.81 7.04 6.31
O -4.06 6.29 6.47
O -2.12 7.64 7.45
O -1.70 6.35 5.22
H -0.86 7.11 3.56
H -1.82 5.83 3.14
H -3.91 7.09 3.62
H -2.80 8.44 3.08
C -7.92 -6.16 -5.51
C -8.18 -6.57 -4.06
O -7.11 -5.97 -3.29
S -5.82 -5.32 -4.22
O -4.56 -6.04 -4.01
O -5.81 -3.83 -4.15
O -6.59 -5.83 -5.60
H -8.65 -5.36 -5.58
H -8.17 -7.03 -6.13
H -8.27 -7.64 -3.90
H -9.18 -6.20 -3.85
C 2.74 2.47 -7.43
C 4.06 3.23 -6.95
O 5.13 2.72 -7.61
S 4.76 1.86 -8.94
O 5.56 0.68 -8.98
O 4.86 2.79 -10.05
O 3.22 1.61 -8.41
H 2.06 3.23 -7.81
H 2.25 1.84 -6.69
H 4.25 3.15 -5.88
H 3.89 4.27 -7.22
C -0.60 1.14 8.36
C -1.95 1.37 9.05
O -1.92 0.54 10.20
S -0.96 -0.82 9.99
O -1.68 -1.77 9.21
O -0.34 -1.27 11.19
O 0.02 0.04 8.98
H 0.06 2.00 8.39
H -0.74 0.95 7.30
H -2.60 0.87 8.33
H -2.26 2.39 9.26
C -3.18 -4.29 -10.17
C -4.51 -3.55 -10.45
O -4.47 -2.65 -9.38
S -2.89 -1.99 -9.26
O -2.57 -1.38 -7.95
O -2.64 -1.26 -10.45
O -2.30 -3.47 -9.44
H -2.64 -4.64 -11.05
H -3.37 -5.19 -9.59
H -5.31 -4.29 -10.44
H -4.38 -2.97 -11.36
C -1.00 -0.90 -1.71
C -1.21 0.69 -1.80
O 0.06 1.12 -1.44
S 0.34 0.43 0.04
O -0.59 1.02 1.03
O 1.75 0.34 0.43
O -0.15 -1.06 -0.54
H -0.33 -1.24 -2.50
H -1.98 -1.34 -1.51
H -2.05 1.08 -1.22
H -1.44 1.06 -2.80
```

***

# 7
2 unconnected molecules or ions with the total composition C3H4N2O, computed with ωB97M-V with the def2-TZVPD basis set.

Values from the calculation:
E_HOMO (alpha / beta)	-0.346 / -0.346	hartree
net charge	0
energy relative to the best compared isomer or geometry (same formula, charge and spin)	172.3	kcal per mole

Structure (XYZ):
```
10
C3H4N2O | the OMol25 dataset | ωB97M-V with the def2-TZVPD basis set
O 2.39 0.60 -0.29
C 1.31 -0.04 -0.07
N 0.84 -1.22 0.03
C -1.31 -0.57 0.10
C -1.68 0.60 0.05
N 0.56 1.05 0.39
H 1.46 -1.96 -0.26
H -1.37 -1.61 0.21
H -2.53 1.27 0.01
H 0.35 1.88 -0.17
```

***

# 8
A molecular structure, C32H72LiN3O9P2, computed with ωB97M-V with the def2-TZVPD basis set.

Values from the calculation:
E_HOMO	-0.302	hartree
net charge	0
energy relative to the best compared isomer or geometry (same formula, charge and spin)	0.0	kcal per mole

Structure (XYZ):
```
119
C32H72LiN3O9P2 | the OMol25 dataset | ωB97M-V with the def2-TZVPD basis set
Li -2.90 0.46 0.49
C 1.08 0.31 -1.26
C -0.09 -0.64 -1.48
C -0.80 -0.37 -2.81
C -1.98 -1.30 -3.03
P -3.13 -0.83 -4.35
C -2.10 -0.33 -5.78
C -1.43 1.03 -5.65
C -1.00 1.57 -7.02
C -0.41 2.97 -6.90
C -4.17 -2.25 -4.72
C -5.25 -2.43 -3.65
C -6.06 -3.71 -3.84
C -5.15 -4.94 -3.74
C -4.08 0.64 -3.86
C -4.82 1.28 -5.05
C -5.68 2.40 -4.46
C -6.46 3.15 -5.55
H 1.78 0.26 -2.09
H 1.58 0.08 -0.33
H 0.71 1.34 -1.25
H -0.83 -0.62 -0.68
H 0.31 -1.66 -1.51
H -0.12 -0.50 -3.66
H -1.15 0.66 -2.83
H -2.61 -1.37 -2.13
H -1.66 -2.32 -3.28
H -2.73 -0.39 -6.68
H -1.40 -1.16 -5.90
H -0.49 0.87 -5.12
H -1.94 1.83 -5.11
H -1.84 1.60 -7.73
H -0.30 0.90 -7.53
H -1.04 3.68 -6.36
H -0.27 3.43 -7.89
H 0.58 2.91 -6.46
H -3.49 -3.11 -4.77
H -4.60 -2.09 -5.71
H -5.85 -1.52 -3.66
H -4.83 -2.47 -2.64
H -6.54 -3.73 -4.82
H -6.83 -3.84 -3.07
H -5.65 -5.90 -3.73
H -4.46 -4.91 -2.89
H -4.51 -4.95 -4.63
H -3.35 1.35 -3.44
H -4.74 0.31 -3.06
H -5.48 0.53 -5.49
H -4.12 1.74 -5.74
H -5.07 3.11 -3.88
H -6.38 2.06 -3.71
H -7.12 2.43 -6.02
H -5.76 3.50 -6.32
H -7.07 4.00 -5.25
C 7.80 -0.98 5.25
C 6.78 0.14 5.50
C 6.22 0.77 4.23
C 5.41 -0.18 3.34
P 3.60 -0.04 3.45
C 3.12 -0.21 5.22
C 3.05 1.12 5.99
C 2.74 0.91 7.46
C 3.82 0.20 8.27
C 2.88 -1.41 2.50
C 2.68 -2.71 3.27
C 3.93 -3.54 3.56
C 4.89 -3.66 2.38
C 3.08 1.59 2.91
C 1.59 1.62 2.65
C 0.89 2.97 2.68
C -0.60 2.80 2.48
H 7.32 -1.87 4.86
H 8.32 -1.17 6.18
H 8.55 -0.62 4.53
H 7.25 0.97 6.03
H 5.97 -0.23 6.13
H 6.90 1.33 3.58
H 5.65 1.66 4.54
H 5.61 -1.26 3.40
H 5.60 0.03 2.29
H 3.87 -0.85 5.67
H 2.11 -0.63 5.27
H 2.27 1.73 5.53
H 3.96 1.71 5.89
H 1.78 0.42 7.64
H 2.62 1.88 7.96
H 4.77 0.74 8.28
H 4.01 -0.81 7.88
H 3.59 0.17 9.33
H 3.53 -1.48 1.62
H 1.95 -1.05 2.05
H 1.96 -3.31 2.72
H 2.20 -2.43 4.21
H 3.61 -4.53 3.90
H 4.57 -3.21 4.39
H 5.89 -3.98 2.65
H 5.04 -2.73 1.83
H 4.49 -4.29 1.57
H 3.64 1.95 2.03
H 3.38 2.32 3.67
H 1.08 0.96 3.38
H 1.24 1.17 1.72
H 1.27 3.71 1.98
H 1.06 3.49 3.64
H -1.00 3.79 2.25
H -1.18 2.48 3.35
H -0.89 2.20 1.62
N -1.95 2.81 -1.49
O -1.67 3.89 -0.91
O -2.26 1.79 -0.81
O -1.89 2.72 -2.75
N -0.86 -0.64 2.60
O -0.71 -0.96 3.78
O -1.90 -0.04 2.21
O 0.07 -0.84 1.76
N -5.27 0.15 -0.30
O -5.06 1.01 0.58
O -4.28 -0.58 -0.64
O -6.39 -0.02 -0.80
```

***

# 9
A molecular structure, C4H6O2, computed with ωB97M-V with the def2-TZVPD basis set.

Values from the calculation:
E_HOMO (alpha / beta)	-0.299 / -0.299	hartree
net charge	0
energy relative to the best compared isomer or geometry (same formula, charge and spin)	92.9	kcal per mole

Structure (XYZ):
```
12
C4H6O2 | the OMol25 dataset | ωB97M-V with the def2-TZVPD basis set
C -0.93 -1.35 0.09
C -0.04 -0.16 0.15
C -0.15 1.75 -0.40
O -0.67 1.03 0.57
C 1.38 -0.15 0.27
O 2.11 0.84 0.20
H -0.33 -2.27 0.08
H -1.60 -1.38 0.95
H -1.55 -1.36 -0.82
H 0.31 2.70 -0.14
H -0.37 1.49 -1.43
H 1.83 -1.15 0.46
```

***

# 10
A molecular structure, C22H32Cd2Cl2F4O33S3, computed with ωB97M-V with the def2-TZVPD basis set.

Values from the calculation:
E_HOMO	-0.091	hartree
net charge	-2

Structure (XYZ):
```
98
C22H32Cd2Cl2F4O33S3 | the OMol25 dataset | ωB97M-V with the def2-TZVPD basis set
Cd 3.83 -0.50 0.12
Cd -0.79 3.16 2.36
S 6.21 -3.43 0.52
O 6.17 -2.10 1.09
O 7.41 -3.77 -0.23
O 6.34 -4.52 1.50
O 4.99 -3.41 -0.26
S 2.89 3.80 2.10
O 1.78 4.18 1.23
O 3.57 2.72 1.41
O 3.76 4.88 2.52
O 2.03 3.22 3.11
S 0.03 -0.86 0.28
O 0.95 -0.39 -0.74
O 1.02 -1.25 1.29
O -0.74 0.27 0.73
O -0.84 -1.93 -0.11
C 6.63 3.58 -2.75
O 6.92 2.57 -3.67
C 6.32 1.38 -3.70
O 5.57 0.96 -2.78
O 6.65 0.70 -4.76
C 6.34 -0.66 -4.95
H 7.09 4.49 -3.15
H 6.98 3.43 -1.73
H 5.56 3.79 -2.71
H 5.59 -1.02 -4.26
H 7.20 -1.30 -4.74
H 6.06 -0.82 -6.00
C -2.52 2.27 7.62
O -3.27 1.21 7.04
C -3.43 1.13 5.70
O -2.90 1.87 4.86
O -4.25 0.10 5.45
C -4.52 -0.22 4.06
H -1.61 2.40 7.02
H -2.37 2.26 8.70
H -3.07 3.21 7.50
H -5.08 -1.15 3.99
H -3.66 -0.45 3.44
H -5.13 0.54 3.56
C -2.80 7.09 -1.17
O -3.99 7.07 -0.37
C -4.18 6.04 0.53
O -3.39 5.11 0.77
O -5.47 6.19 0.96
C -5.99 5.13 1.73
H -2.90 6.43 -2.03
H -1.90 6.88 -0.59
H -2.63 8.07 -1.60
H -7.03 5.38 1.94
H -5.37 4.93 2.60
H -5.95 4.23 1.11
C 1.06 3.55 -4.53
C -0.23 2.67 -4.59
O 0.08 1.58 -5.45
C 1.20 1.95 -6.11
O 1.84 1.25 -6.89
O 1.51 3.26 -5.83
F -1.24 3.32 -5.13
H 1.85 3.19 -3.87
H 0.85 4.58 -4.28
H -0.50 2.41 -3.56
C -5.68 -2.45 -2.87
C -4.88 -1.17 -3.12
O -5.91 -0.22 -2.80
C -6.72 -0.79 -1.89
O -7.47 -0.11 -1.21
O -6.45 -2.02 -1.78
F -4.55 -1.03 -4.42
H -5.03 -3.31 -2.69
H -6.25 -2.67 -3.77
H -4.04 -1.03 -2.43
C 0.57 -3.30 7.05
C 1.90 -2.60 6.66
O 2.67 -3.73 6.38
C 2.32 -4.67 7.22
O 3.00 -5.69 7.38
O 1.12 -4.38 7.74
F 2.38 -1.87 7.67
H 0.03 -3.53 6.13
H -0.10 -2.56 7.50
H 1.60 -1.94 5.85
C -0.08 -5.27 -3.87
C 0.10 -4.02 -4.78
O -0.95 -4.06 -5.66
C -1.57 -5.31 -5.60
O -2.51 -5.76 -6.24
O -0.89 -6.05 -4.67
F 1.19 -4.18 -5.52
H -0.49 -5.03 -2.88
H 0.89 -5.74 -3.74
H 0.24 -3.06 -4.28
C 1.40 -6.48 2.11
Cl 2.09 -7.37 0.68
Cl 0.44 -7.53 3.13
H 2.27 -6.10 2.64
H 0.80 -5.67 1.71
```

***

| no. | electronic energy (eV) |
| --- | --- |
| 1 | -199658.8817 |
| 2 | -105159.5258 |
| 3 | -37268.6192 |
| 4 | -3677.0135 |
| 5 | -16146.2437 |
| 6 | -169298.5815 |
| 7 | -8196.4125 |
| 8 | -76025.5129 |
| 9 | -8336.4334 |
| 10 | -168439.4371 |